Record 1
DFT (ωB97M-V/def2-TZVPD) results for C37H55GeMnN2S2Si3Te as an isolated structure.

Geometry as XYZ:
```
102
Properties=species:S:1:pos:R:3:forces:R:3:lowdin_spin:R:1
Mn -0.8305 -1.9451 0.0178 0.130 -0.093 0.208 4.680
C 1.6479 -2.9156 -1.4031 -0.430 1.692 -0.574 0.010
N 1.0062 -3.2676 -0.1341 -0.011 0.069 -0.098 0.044
C 1.8814 -2.9203 1.0027 -0.907 -0.894 0.362 0.005
C 1.0280 -2.9505 2.2749 -0.437 0.202 -0.485 0.003
N -0.0862 -1.9669 2.2504 -0.188 0.493 -0.699 0.035
C -1.2537 -2.4907 2.9901 1.016 0.171 1.790 0.009
C 0.2851 -0.6063 2.5952 0.807 -0.030 1.080 0.005
C 1.2413 -0.3774 3.5884 0.063 -0.025 -0.033 0.001
C 1.7794 0.8837 3.8242 1.528 -1.734 1.807 0.001
C 1.3713 1.9701 3.1354 -1.008 0.658 -0.987 0.001
C 0.3223 1.8051 2.2472 0.334 -0.553 -0.210 0.002
C -0.1886 0.5306 1.9599 -0.160 0.858 -0.580 0.008
S -1.1801 0.4696 0.5012 -0.373 -0.385 -0.433 0.047
C 0.5564 -4.6603 -0.1992 0.458 1.048 0.059 0.008
C 1.3929 -5.6989 0.1559 0.234 -0.762 0.175 0.001
C 0.9681 -6.9979 -0.0458 0.201 -0.828 0.366 0.004
C -0.3083 -7.2284 -0.5490 0.778 -1.508 0.312 0.001
C -1.1206 -6.1931 -0.8858 -1.025 -0.098 -0.159 0.004
C -0.6963 -4.8907 -0.7412 -0.501 0.806 -0.244 0.018
S -1.7936 -3.5970 -1.3124 0.046 0.030 0.291 0.076
H 2.5817 -3.4100 -1.6060 0.498 -0.477 0.181 0.002
H 1.8322 -1.8192 -1.3970 0.141 -0.491 0.033 0.002
H 0.9755 -3.0741 -2.2468 -0.104 -0.310 0.164 0.002
H 2.3294 -1.9720 0.7739 0.226 0.615 0.145 0.001
H 2.6637 -3.6674 1.0941 0.379 0.069 0.143 0.001
H 1.5918 -2.9427 3.1966 0.345 0.309 0.156 0.000
H 0.5101 -3.8932 2.2949 -0.058 -0.663 -0.123 0.000
H -0.9917 -2.7816 4.0506 -0.039 0.292 -0.926 0.002
H -1.5862 -3.3703 2.4970 -0.518 -0.817 -0.474 0.002
H -2.0433 -1.7678 3.0704 -0.223 0.388 -0.214 0.001
H 1.6461 -1.2066 4.1534 -0.067 0.021 0.002 0.000
H 2.6090 0.9368 4.5679 -0.775 0.112 -0.700 0.000
H 1.8942 2.8977 3.1933 0.075 0.593 0.247 0.000
H -0.0012 2.6003 1.5953 -0.041 0.304 0.081 0.000
H 2.3656 -5.5815 0.6183 -0.028 0.354 -0.162 0.000
H 1.6080 -7.8571 0.2440 -0.471 0.767 -0.256 0.000
H -0.6398 -8.2669 -0.6398 -0.024 0.423 -0.079 0.000
H -2.1343 -6.3808 -1.2202 0.100 0.031 -0.150 0.000
C -4.0885 2.7276 -2.8783 0.768 1.082 0.922 0.000
Si -2.3828 2.5357 -2.1000 0.057 -0.929 -0.094 0.000
C -1.2571 3.9608 -2.4614 -0.248 1.221 0.151 0.000
C -1.4954 1.0347 -2.9338 -1.099 0.285 -0.014 0.002
Ge -2.8890 2.2480 0.2488 0.117 -0.979 0.069 0.005
Si -2.9283 3.9567 1.9419 -1.017 0.774 -0.320 0.001
C -4.7307 4.4786 1.2760 1.016 0.349 2.126 0.001
C -3.0487 3.2759 3.6774 0.217 -0.851 -0.483 0.000
C -1.6771 5.3732 1.9450 0.194 -0.420 -1.118 0.000
Si -4.7641 0.6358 0.5721 -0.264 -0.451 -0.240 0.002
C -4.1051 -0.4462 2.0019 -0.538 -0.008 -0.061 0.002
C -4.9136 -0.3841 -1.0847 0.331 -0.111 0.438 0.001
C -6.4812 1.3081 1.1983 0.440 -0.386 -0.537 0.001
H -3.9700 2.7302 -3.9425 -0.161 0.091 -0.741 0.000
H -4.5316 3.6831 -2.5323 0.079 -0.448 -0.345 0.000
H -4.7158 1.9183 -2.5735 -0.447 -0.427 0.052 0.000
H -1.2786 4.1109 -3.5470 0.027 0.033 0.034 0.000
H -0.2227 3.7584 -2.1956 0.114 -0.112 0.127 0.000
H -1.5495 4.9350 -1.9981 0.156 -0.745 -0.289 0.000
H -1.0864 1.6122 -3.7889 0.137 -0.748 0.188 0.000
H -2.2544 0.3001 -3.3232 0.821 0.606 0.361 0.000
H -0.6998 0.5146 -2.3716 -0.331 0.425 -0.364 0.002
H -5.3971 3.6883 1.6316 -0.026 -0.017 -0.379 0.000
H -4.8032 4.6336 0.2139 -0.077 0.008 -0.437 0.000
H -5.0770 5.3928 1.8221 0.386 -0.502 -0.581 0.000
H -3.5427 2.2989 3.6247 0.074 0.063 0.223 0.000
H -3.6535 3.9063 4.2996 -0.331 0.475 0.359 0.000
H -2.0675 3.1489 4.1544 -0.214 0.008 -0.206 0.000
H -1.2563 5.4868 0.9281 -0.145 0.096 0.375 0.000
H -0.8324 5.2084 2.6130 -0.086 -0.135 0.112 0.000
H -2.1454 6.3182 2.2029 -0.164 0.084 0.114 0.000
H -3.4826 -1.3008 1.6848 -0.304 0.531 0.036 0.003
H -4.9609 -0.8440 2.5829 0.385 0.146 -0.250 0.000
H -3.5360 0.2284 2.6576 0.029 -0.387 -0.012 0.000
H -3.9082 -0.6856 -1.4997 -0.906 0.231 0.561 0.002
H -5.3901 0.2317 -1.8526 -0.046 -0.145 0.101 0.000
H -5.5419 -1.3022 -0.9633 0.562 0.686 0.031 0.000
H -6.4073 1.6422 2.2287 0.263 0.244 0.180 0.000
H -7.1476 0.4292 1.2727 0.144 0.311 -0.371 0.000
H -6.9626 2.1134 0.6099 0.288 -0.575 0.183 0.000
Te 3.9880 0.6524 -0.2252 -0.761 0.460 0.063 0.000
C 5.9487 -0.0652 -0.4340 -0.148 -0.079 -0.064 0.000
C 7.0109 0.8167 -0.3241 0.429 -0.915 -0.707 0.000
C 8.2868 0.3192 -0.5720 0.343 0.507 0.373 0.000
C 8.5557 -1.0124 -0.7853 0.096 -1.108 -0.057 0.000
C 7.4865 -1.8971 -0.7888 -0.665 -0.277 -0.199 0.000
C 6.1858 -1.4278 -0.6410 -0.322 0.229 0.288 0.000
C 3.4314 1.1727 -2.2373 0.152 -1.463 -0.613 0.000
C 3.0862 2.4393 -2.6594 0.504 -0.614 -0.368 0.000
C 2.8604 2.6697 -4.0190 -0.104 1.194 1.160 0.000
C 2.8276 1.6746 -4.9243 0.229 -1.078 -0.015 0.000
C 3.0824 0.3752 -4.5103 0.285 -0.635 -0.176 0.000
C 3.4187 0.1155 -3.1918 -0.182 1.031 0.537 0.000
H 6.8817 1.8557 -0.1149 -0.177 0.462 0.031 0.000
H 9.1053 1.0005 -0.5626 0.513 0.494 0.078 0.000
H 9.5706 -1.4384 -0.9113 -0.670 0.703 0.018 0.000
H 7.6132 -2.9586 -0.9562 0.239 -0.011 0.084 0.000
H 5.3178 -2.0944 -0.6056 0.471 0.041 -0.257 0.000
H 3.0992 3.2258 -1.9575 0.002 0.974 0.566 0.000
H 2.7631 3.6647 -4.3990 -0.270 0.616 0.172 0.000
H 2.6599 1.9346 -5.9379 -0.157 -0.118 -0.873 0.000
H 3.0874 -0.4157 -5.2557 -0.025 -0.044 0.226 0.000
H 3.6823 -0.8653 -2.8412 0.047 -0.379 -0.185 0.000
```
Positions in Å, forces in eV/Å.

The value obtained for the orbital gap (spin up / spin down) is 0.2856 / 0.2854 Ha. Its spin multiplicity is 6. The value obtained for the energy relative to the best compared isomer or geometry (same formula, charge and spin) is 0.0 kcal/mol. The net charge is +1. The largest force on an atom is 2.9 eV/Å. The total energy is -6713.06887 Ha.



Record 2
DFT (ωB97M-V/def2-TZVPD) results for H5NOSi2 as an isolated structure.

Geometry as XYZ:
```
9
Properties=species:S:1:pos:R:3:forces:R:3:mulliken_charge:R:1
N -0.4266 -0.4193 0.4828 3.017 0.539 -1.284 -0.423
O 1.3063 1.0819 -1.0765 0.221 -1.759 -2.403 -0.591
Si -0.5348 -0.8617 -1.0674 -0.177 -0.222 -0.480 0.540
Si 1.0335 1.0660 0.4303 -2.846 -0.681 0.640 0.504
H -1.0929 -0.1089 1.0816 -2.689 0.948 1.919 0.279
H 0.0522 -2.2006 -1.3824 0.444 0.796 -0.235 -0.043
H -1.7655 -0.7335 -1.9747 0.885 0.417 0.438 -0.058
H 0.3289 2.3720 0.6505 0.179 -0.337 0.948 -0.108
H 1.6524 0.3684 1.5330 0.967 0.300 0.457 -0.100
```
Positions in Å, forces in eV/Å.

The value obtained for the orbital gap is 0.3141 Ha. The value obtained for the energy relative to the best compared isomer or geometry (same formula, charge and spin) is 80.3 kcal/mol. The largest force on an atom is 3.4 eV/Å. The total energy is -711.92836 Ha.



Record 3
DFT (ωB97M-V/def2-TZVPD) results for C12H15F9IO6 as an isolated structure.

Geometry as XYZ:
```
43
Properties=species:S:1:pos:R:3:forces:R:3:mulliken_charge:R:1
I -0.8364 0.3373 -0.1743 4.734 -7.452 -8.007 -0.848
C 1.0076 4.2273 0.3237 -0.740 -3.722 3.635 -1.557
C -0.1684 3.3803 -0.2513 1.101 2.734 2.508 0.964
O -1.2944 3.5633 0.6647 0.124 0.508 -1.197 -0.312
C -2.0204 2.5693 1.1437 -0.346 1.150 2.516 0.380
O -1.7724 1.3843 1.0897 -4.651 4.567 8.268 -0.105
C -3.2694 3.1283 1.8477 2.487 -0.007 -1.118 0.869
F -3.9374 2.3093 2.6227 -0.980 -1.054 -0.735 -0.226
F -2.9124 4.0983 2.7117 -0.049 1.014 -0.561 -0.289
F -3.9594 3.6133 0.7987 -1.947 0.744 0.657 -0.274
H 1.0126 5.2003 0.0947 -0.096 3.594 -1.533 0.428
H 1.8356 3.6913 0.0057 2.107 -0.450 -1.090 0.449
H 1.2056 4.2573 1.4587 -0.991 -0.570 -1.320 0.293
H 0.0696 2.3653 -0.4623 0.184 -0.252 0.152 -0.648
H -0.3154 3.9443 -1.1263 -1.280 0.159 -1.489 0.200
C 3.9956 -0.6577 0.7047 -0.171 -1.010 -0.403 -1.315
C 2.5836 -1.0297 0.0067 3.731 0.666 1.187 0.109
O 2.8846 -1.0537 -1.4523 -2.761 0.799 0.388 -0.232
C 2.1136 -0.2977 -2.2773 0.670 3.387 0.558 0.280
O 1.5216 0.7693 -2.0433 2.133 -3.952 -0.987 -0.407
C 2.2626 -0.8537 -3.7313 -1.544 -0.160 -2.523 0.744
F 2.3316 0.1623 -4.7233 0.730 -1.569 2.157 -0.263
F 3.1946 -1.8127 -3.9863 0.126 1.662 0.651 -0.248
F 1.1176 -1.4917 -4.0583 -0.289 0.249 0.498 -0.233
H 3.7496 -0.9857 1.6847 -0.115 0.490 1.553 0.427
H 4.3596 0.3913 0.6887 -0.853 -0.540 -0.111 0.294
H 4.9146 -1.2897 0.5687 -1.015 0.238 -0.967 0.315
H 1.8766 -0.3907 0.5797 -0.214 0.285 -1.935 0.078
H 2.3316 -2.0377 0.3137 0.053 -0.315 -0.433 0.235
C -0.8334 -2.6837 -1.4433 -4.827 1.763 -0.232 -0.564
C -1.5954 -3.6877 -0.5723 -2.216 3.311 -1.290 -0.454
O -1.4464 -3.1897 0.7667 0.904 -0.808 1.915 -0.223
C -2.4364 -2.5637 1.3707 -4.006 0.317 -3.275 0.487
O -3.5644 -2.3787 0.8137 3.947 -0.524 2.999 -0.610
C -2.0464 -2.0757 2.8037 -1.453 1.459 0.995 0.825
F -1.6834 -3.0527 3.6657 -0.352 0.212 -0.784 -0.272
F -1.0384 -1.2047 2.7457 -0.647 -0.487 0.245 -0.142
F -3.1704 -1.4277 3.4007 2.251 -1.305 -1.266 -0.277
H -1.3804 -1.6167 -1.4793 1.048 -2.586 0.253 0.039
H -0.8434 -2.9757 -2.4443 0.313 -0.895 -1.786 0.510
H 0.0886 -2.4197 -1.1143 2.889 0.309 1.094 -0.091
H -1.2034 -4.6517 -0.7803 0.172 -1.156 0.992 0.361
H -2.7284 -3.5617 -0.7553 1.837 -0.803 -0.178 0.302
```
Positions in Å, forces in eV/Å.

The value obtained for the orbital gap is 0.1387 Ha. The value obtained for the energy relative to the best compared isomer or geometry (same formula, charge and spin) is 0.6 kcal/mol. The net charge is -1. The largest force on an atom is 11.9 eV/Å. The total energy is -2113.96340 Ha.



What is the formula in the second record?
H5NOSi2



What is the largest force on an atom in the third record?
11.9 eV/Å



Which value of energy relative to the best compared isomer or geometry (same formula, charge and spin) does entry 3 give?
0.6 kcal/mol



The highest largest force on an atom belongs to which entry?
C12H15F9IO6